Model A:
20
Properties=species:S:1:pos:R:3:mulliken_charge:R:1 method="wB97M-V/def2-TZVPD" smiles="CN=C(N)N.CC(=O)O" e_homo_ev=-8.93 gap_ev=9.6
C 0.746 3.363 0.528 -0.87
N 0.655 2.036 1.067 -0.50
C 0.811 0.955 0.410 0.36
N 1.131 0.890 -0.964 -0.38
N 0.661 -0.285 1.063 -0.46
H 0.688 3.407 -0.561 0.36
H 1.685 3.801 0.897 0.26
H -0.007 3.920 1.123 0.28
H 1.827 1.584 -1.161 0.23
H 0.427 0.504 -1.555 0.18
H 1.644 -0.497 1.333 0.25
H 0.248 -0.050 1.996 0.30
C -2.142 -2.111 -0.187 -0.79
C -1.014 -2.844 -0.854 0.59
O -1.046 -4.050 -0.796 -0.55
O 0.099 -2.113 -1.098 -0.36
H -3.013 -2.726 -0.140 0.33
H -2.305 -1.148 -0.704 0.27
H -1.892 -1.862 0.852 0.20
H 0.796 -2.774 -1.248 0.29

***

Model B:
20
Properties=species:S:1:pos:R:3:mulliken_charge:R:1 method="wB97M-V/def2-TZVPD" e_homo_ev=-8.78 gap_ev=9.6
H -0.313 0.569 0.156 0.16
N 0.229 -0.134 0.624 -0.46
C 1.203 0.193 1.337 0.37
N 1.832 1.501 1.243 -0.54
N 1.896 -0.804 2.034 -0.17
C 1.398 -2.137 2.027 -0.82
H 2.834 1.610 1.334 0.22
H 1.427 2.247 1.785 0.21
H 2.656 -0.560 2.635 0.22
H 0.298 -2.038 1.886 0.25
H 1.591 -2.607 3.003 0.32
H 1.725 -2.785 1.193 0.23
C -1.894 1.282 -3.063 -0.97
C -2.454 0.436 -1.848 0.73
O -3.421 0.546 -1.155 -0.55
O -1.647 -0.638 -1.792 -0.41
H -1.185 2.105 -2.812 0.26
H -2.807 1.695 -3.485 0.28
H -1.293 0.852 -3.840 0.33
H -2.076 -1.332 -1.262 0.31

***

Model C:
20
Properties=species:S:1:pos:R:3:mulliken_charge:R:1 method="wB97M-V/def2-TZVPD" smiles="CN=C(N)N.CC(=O)O" e_homo_ev=-8.37 gap_ev=9.2
C -1.298 2.413 -0.106 -1.12
N -0.593 1.326 0.500 -0.51
C -1.409 0.289 0.735 0.63
N -0.922 -0.729 1.474 -0.46
N -2.807 0.164 0.377 -0.41
H -1.172 2.433 -1.240 0.31
H -0.660 3.308 0.146 0.31
H -2.321 2.747 0.063 0.35
H 0.099 -0.842 1.590 0.29
H -1.335 -1.650 1.380 0.22
H -3.142 0.614 -0.353 0.17
H -3.225 -0.664 0.699 0.18
C 2.920 -1.721 -1.139 -1.21
C 1.877 -1.117 -0.295 0.80
O 1.221 -1.826 0.355 -0.55
O 1.901 0.269 -0.239 -0.43
H 3.424 -0.948 -1.610 0.39
H 2.532 -2.178 -1.950 0.35
H 3.645 -2.533 -0.667 0.25
H 1.265 0.644 0.280 0.43

***

Model D:
20
Properties=species:S:1:pos:R:3:mulliken_charge:R:1 method="wB97M-V/def2-TZVPD" e_homo_ev="-8.38 / -7.91" gap_ev="8.2 / 6.4"
C 1.269 1.480 -0.462 -1.14
C 1.496 -0.619 1.092 -1.40
C 0.747 -0.348 -0.223 0.83
O 1.070 -0.932 -1.272 -0.67
H 2.553 -0.738 0.867 0.42
H 0.941 1.890 -1.410 0.35
H 1.102 2.178 0.353 0.28
H 2.322 1.218 -0.530 0.42
H 1.351 0.149 1.846 0.31
H 1.108 -1.555 1.497 0.42
C -0.958 -0.395 0.051 0.75
N -1.404 -0.433 1.414 -0.66
N -1.561 -1.475 -0.663 -0.72
O -1.458 0.885 -1.776 -0.28
N -1.110 0.923 -0.478 -0.38
H -1.444 1.809 -2.071 0.39
H -1.083 0.367 1.943 0.24
H -2.417 -0.455 1.448 0.28
H -1.041 -1.632 -1.522 0.27
H -1.483 -2.317 -0.104 0.28

***

Stability summary: most stable model B, least stable model D.

***

Model A:
11
Properties=species:S:1:pos:R:3:mulliken_charge:R:1 method="wB97M-V/def2-TZVPD" e_homo_ev="-8.49 / -8.16" gap_ev="6.8 / 6.7"
C -0.127 -2.064 1.125 0.15
C -0.720 -1.160 0.257 -0.39
C 0.060 1.664 -1.099 -0.15
N -0.802 -2.950 1.769 -0.55
N 0.925 0.670 -0.840 -0.25
I -2.515 -0.251 0.407 0.21
H 0.971 -2.025 1.085 0.35
H 0.326 2.591 -0.558 0.26
H -0.989 1.418 -0.777 -0.12
H -0.001 1.898 -2.177 0.25
H -0.236 -3.625 2.280 0.25

***

Model B:
11
Properties=species:S:1:pos:R:3:mulliken_charge:R:1 method="wB97M-V/def2-TZVPD" e_homo_ev=-8.87 gap_ev=9.1
C -0.041 1.382 -1.460 -0.26
C -0.073 0.028 -0.891 0.80
C 0.087 -0.171 0.585 -1.17
N -0.252 -0.808 -1.815 -0.57
N -0.023 1.306 -2.717 -0.43
I -0.009 2.972 -3.863 0.08
H -0.040 2.273 -0.833 0.37
H -0.884 -0.065 1.066 0.27
H 0.472 -1.165 0.807 0.35
H 0.757 0.580 0.995 0.32
H -0.283 -1.787 -1.530 0.24

***

Stability summary: most stable model B, least stable model A.